53
Properties=species:S:1:pos:R:3:forces:R:3 method="wB97M-V/def2-TZVPD" total_energy_ev=-37434.86979 total_charge=+1 relative_energy_kj_mol=0.0 homo_energy_ev=-10.602 lumo_ev=-2.80 multiplicity=1
Y 1.016642 -0.125958 -0.077933 -0.0389 0.0148 -0.0296
O -2.050184 2.590449 -1.843216 -0.0189 0.0361 -0.0118
C -2.498932 3.309020 -0.752533 0.0533 -0.0462 0.0163
C -3.356047 4.383988 -0.921011 -0.0124 0.0210 0.0757
C -3.830234 5.067859 0.188508 -0.0271 0.0315 -0.0626
C -3.460869 4.675507 1.464065 0.0305 -0.0356 0.0424
C -2.608049 3.594731 1.623470 -0.0340 0.0335 -0.0151
C -2.107073 2.907822 0.523680 0.0178 -0.0394 -0.0690
C -1.179329 1.766081 0.729451 -0.0373 0.1253 -0.0853
O -0.046882 1.758262 0.064164 -0.0170 -0.1021 -0.0557
N -1.537749 0.852460 1.571421 0.0745 -0.0801 0.0181
N -0.522353 -0.116921 1.681966 -0.1347 0.0189 0.1118
C -0.534218 -0.765055 2.793839 0.1500 0.0105 -0.2183
C 0.472692 -1.717129 3.204301 -0.0162 -0.0337 0.0686
C 0.229057 -2.443482 4.381408 0.0480 0.0167 -0.0476
C 1.158186 -3.325126 4.883666 -0.0502 0.0015 0.0330
C 2.373284 -3.477018 4.217826 0.0450 -0.0155 -0.0074
C 2.648011 -2.766295 3.067267 -0.0343 0.0267 -0.0126
C 1.706673 -1.880826 2.531434 -0.0573 -0.0375 0.0932
O 1.981273 -1.216164 1.416506 0.0641 0.0445 0.0478
H -2.482940 2.958311 -2.622218 -0.0031 -0.0157 -0.0007
H -3.661905 4.682779 -1.917789 0.0077 -0.0056 -0.0097
H -4.497651 5.907867 0.049692 0.0013 -0.0007 -0.0066
H -3.836082 5.205863 2.327858 0.0053 -0.0062 0.0082
H -2.313995 3.263886 2.610191 -0.0010 0.0052 0.0057
H -1.345200 -0.540788 3.484954 0.0039 -0.0347 0.0295
H -0.714557 -2.293043 4.892211 0.0023 -0.0144 0.0162
H 0.956127 -3.882294 5.787305 -0.0065 0.0039 -0.0002
H 3.116694 -4.157098 4.613580 0.0113 0.0026 -0.0124
H 3.597176 -2.870997 2.558020 0.0075 -0.0092 0.0038
C 3.599883 -2.249542 -1.148002 -0.0109 -0.0031 0.0180
O 2.256667 -1.811973 -1.396369 -0.0275 -0.0197 0.0375
C 1.548678 -2.588108 -2.361870 0.0517 0.0085 -0.0026
C 0.123788 -2.727411 -1.868531 -0.0738 -0.0054 -0.0344
O -0.407843 -1.465035 -1.431910 0.0989 0.0922 0.0395
C -1.081334 -0.638490 -2.400347 0.0220 0.0288 -0.0952
C -0.106799 0.151196 -3.259834 -0.0482 0.0396 0.0733
O 0.926050 0.687214 -2.426375 -0.0470 -0.0547 -0.0003
C 1.235604 2.065176 -2.708148 0.0472 -0.0021 0.0269
H 3.594823 -3.278746 -0.787377 0.0011 -0.0034 -0.0192
H 4.195379 -2.167571 -2.057832 -0.0002 -0.0036 0.0002
H 4.007334 -1.610304 -0.369864 0.0017 -0.0027 -0.0059
H 1.618540 -2.104507 -3.338354 -0.0091 0.0077 0.0126
H 1.990819 -3.583843 -2.442516 0.0000 0.0042 0.0025
H -0.524425 -3.157927 -2.633851 -0.0003 0.0200 -0.0031
H 0.097623 -3.367045 -0.986596 0.0049 -0.0024 -0.0064
H -1.728826 -1.258579 -3.023209 -0.0170 0.0025 0.0303
H -1.695602 0.046363 -1.815477 0.0168 0.0044 0.0013
H 0.352060 -0.449761 -4.047713 -0.0070 -0.0213 0.0163
H -0.664923 0.962528 -3.730824 0.0127 0.0009 -0.0022
H 0.402311 2.694772 -2.401265 -0.0077 0.0026 -0.0194
H 2.121319 2.322136 -2.129026 -0.0235 0.0017 0.0105
H 1.467308 2.182762 -3.766794 -0.0185 -0.0109 -0.0060